1.
Formula: C23H36F5N4O3
Source: the Open Molecules 2025 dataset
Level of theory: the ωB97M-V functional and the def2-TZVPD basis

XYZ file:
```
71
Properties=species:S:1:pos:R:3:lowdin_charge:R:1
F -5.993 -3.964 0.327 0.182
F -4.531 -3.265 -1.078 0.176
F -3.741 -5.277 0.561 0.132
F -4.200 -4.025 2.332 0.142
F -5.075 -2.051 0.674 0.167
O 5.479 0.388 -1.863 -0.008
O 5.870 -1.676 -1.062 0.136
O 2.154 -2.362 0.455 0.118
N 0.801 -0.113 0.801 0.049
N -0.992 1.738 -1.642 0.081
N 1.982 -0.350 1.512 -0.027
N -1.173 -0.125 -0.010 0.096
C 5.782 -0.500 -0.889 -0.555
C -0.483 0.893 -0.659 -0.181
C -4.551 4.112 -0.785 -0.115
C -2.875 -0.695 -1.650 0.096
C 2.413 1.387 -1.961 -0.157
C -0.377 -0.740 0.897 -0.106
C -2.374 -3.423 0.920 -0.064
C 3.072 -0.010 -1.973 -0.146
C 0.788 0.897 -0.152 -0.100
C 2.393 -1.710 1.429 -0.487
C -2.218 2.500 -1.250 -0.209
C 1.977 0.279 2.842 -0.010
C 3.110 -2.288 2.613 0.025
C 6.011 0.132 0.460 0.030
C -3.772 -4.013 1.053 -0.446
C -2.539 -0.410 -0.356 -0.129
C 4.399 -0.032 -2.717 -0.153
C -2.031 -2.400 2.019 -0.141
C 1.939 1.762 -0.538 -0.101
C -1.985 3.996 -1.282 -0.186
C -4.848 -3.286 0.214 -0.560
C -3.273 4.861 -1.173 -0.231
C -0.598 -1.891 1.819 -0.062
H 2.474 -2.298 3.500 0.092
H -2.601 2.189 -0.280 0.111
H -0.273 2.443 -1.766 0.100
H -2.993 2.259 -1.976 0.104
H -3.130 5.652 -0.438 0.103
H 3.198 -0.342 -0.942 0.087
H 3.086 2.148 -2.354 0.120
H -4.426 3.536 0.134 0.071
H 2.988 0.368 3.223 0.098
H -2.771 -1.605 2.057 0.110
H 1.582 2.795 -0.549 0.122
H 5.095 0.067 1.050 0.065
H -1.492 4.283 -2.214 0.115
H -2.078 -2.964 2.947 0.128
H 0.030 -2.722 1.495 0.126
H 1.324 -0.224 3.555 0.087
H 3.976 -1.677 2.872 0.090
H 4.622 -1.020 -3.115 0.125
H -3.456 5.367 -2.120 0.105
H -3.512 -0.005 -2.191 0.083
H -2.462 -1.584 -2.120 0.087
H -4.825 3.399 -1.564 0.068
H 3.419 -3.304 2.400 0.102
H 1.540 1.342 -2.614 0.107
H 2.784 1.642 0.135 0.115
H 6.828 -0.385 0.951 0.093
H -3.256 -0.380 0.456 0.112
H -2.255 -2.999 -0.077 0.112
H -0.222 -1.584 2.798 0.123
H -1.672 -4.255 0.968 0.142
H 1.621 1.300 2.713 0.103
H -1.320 4.324 -0.479 0.112
H 2.423 -0.737 -2.462 0.128
H 4.371 0.668 -3.549 0.130
H -5.400 4.778 -0.654 0.077
H 6.242 1.187 0.323 0.088
```

Summary:
**Orbital gap**: 8.07 eV
**SMILES**: C=Cn1c(NCCCC)c(CCCCOC(C)=O)[n+](N(C)C(C)=O)c1CCCC(F)(F)C(F)(F)F
**Total charge**: +1

=====

2.
Formula: C23H36F9N4O5PZn
Source: the Open Molecules 2025 dataset
Level of theory: the ωB97M-V functional and the def2-TZVPD basis

XYZ file:
```
79
Properties=species:S:1:pos:R:3:lowdin_charge:R:1
Zn 0.418 -0.259 -0.138 0.654
P 3.177 -0.307 1.338 0.297
F 1.145 -5.245 -1.472 0.158
F 2.822 -3.157 -1.102 0.169
F -0.941 -4.726 -1.213 0.156
F 2.436 -3.464 -3.202 0.151
F 2.355 -1.473 -2.378 0.141
F 0.254 -2.085 -4.065 0.137
F -0.026 -4.228 -3.827 0.166
F 0.513 -4.090 0.253 0.157
F -1.516 -2.847 -3.089 0.148
O 4.068 -0.203 0.013 -0.163
O -0.083 -1.920 -1.149 -0.149
O 3.048 0.982 2.054 -0.258
O 4.017 -1.321 2.256 -0.161
O 1.902 -0.989 0.845 -0.305
N -0.623 -0.196 1.915 -0.075
N 0.472 1.768 0.348 0.107
N -1.787 0.181 -0.561 -0.102
N 0.495 0.823 -2.150 -0.069
C -0.856 0.767 -2.724 -0.176
C -0.195 -3.048 -3.220 -0.531
C 0.317 -4.268 -1.059 -0.532
C 0.948 2.642 -0.532 -0.232
C 1.362 3.904 -0.145 -0.007
C 2.300 -2.287 3.707 -0.026
C -1.918 1.102 -1.682 -0.185
C 0.693 3.355 2.087 -0.007
C 1.026 2.177 -1.974 -0.116
C 5.772 1.400 0.772 -0.037
C 5.439 0.211 -0.127 -0.627
C 0.350 2.091 1.631 -0.246
C 3.614 -2.507 2.960 -0.624
C -0.137 1.016 2.580 -0.124
C 3.484 -3.668 1.982 -0.019
C -2.565 0.534 0.617 -0.189
C 1.233 4.258 1.191 -0.032
C 4.736 -2.770 3.959 -0.029
C -2.077 -0.299 1.801 -0.177
C 5.572 0.607 -1.596 -0.030
C 2.055 -2.754 -2.114 -0.522
C 6.361 -0.969 0.176 -0.024
C 0.514 -2.913 -1.822 -0.312
H -0.954 1.436 -3.586 0.124
H 0.733 0.768 3.190 0.123
H -2.585 0.031 2.715 0.118
H 4.829 -1.928 4.647 0.089
H 6.061 -1.834 -0.418 0.091
H 6.605 0.871 -1.825 0.086
H 1.562 5.233 1.527 0.113
H -0.252 -1.011 2.381 0.103
H -2.326 -1.348 1.627 0.128
H 5.065 2.211 0.593 0.083
H 0.486 2.892 -2.606 0.129
H -2.012 -0.764 -0.870 0.123
H -0.907 1.436 3.239 0.128
H 2.076 2.203 -2.274 0.133
H 1.114 0.300 -2.754 0.104
H -3.641 0.387 0.473 0.124
H 1.494 -2.160 2.984 0.057
H 4.931 1.466 -1.809 0.078
H 6.296 -1.231 1.231 0.073
H -2.398 1.595 0.827 0.117
H 5.686 1.114 1.819 0.081
H -1.025 -0.256 -3.056 0.101
H 1.778 4.589 -0.873 0.119
H -1.774 2.120 -1.309 0.117
H 6.786 1.746 0.568 0.088
H 7.392 -0.709 -0.067 0.087
H 3.301 -4.598 2.522 0.093
H 5.263 -0.222 -2.234 0.085
H 2.079 -3.150 4.336 0.090
H 4.524 -3.675 4.528 0.086
H 5.682 -2.898 3.432 0.084
H -2.908 1.055 -2.152 0.126
H 2.373 -1.396 4.333 0.093
H 0.590 3.607 3.134 0.123
H 2.659 -3.486 1.296 0.053
H 4.403 -3.770 1.402 0.092
```

Summary:
**Orbital gap**: 9.30 eV
**Energy above the lowest of the compared OMol25 structures with the same formula, charge and spin**: 0.0 kcal/mol
**Total charge**: 0

=====

3.
Formula: C23H36FGeN7O3PdSe
Source: the Open Molecules 2025 dataset
Level of theory: the ωB97M-V functional and the def2-TZVPD basis

XYZ file:
```
73
Properties=species:S:1:pos:R:3:lowdin_charge:R:1
Pd -2.694 0.393 0.119 1.139
Se 1.657 -3.223 -0.251 1.158
Ge 2.481 -6.417 -0.519 0.814
F -2.578 7.333 -0.536 0.146
O 1.407 0.027 0.219 0.062
O -2.058 2.522 -0.082 -0.039
O -0.794 -0.085 0.223 -0.178
N 0.345 11.159 -1.532 0.096
N -4.665 0.573 0.154 -0.013
N -7.069 0.936 0.157 0.165
N -7.828 -1.249 0.628 0.229
N -0.034 8.507 -0.423 0.023
N -9.287 0.476 0.190 0.234
N 1.757 4.024 -0.038 0.009
C 2.965 -4.393 -0.867 -0.551
C 2.323 -2.895 1.526 -0.318
C 0.292 2.088 0.046 -0.014
C 0.328 0.579 0.169 -0.545
C -1.516 6.560 -0.408 -0.127
C -0.872 2.894 -0.068 -0.268
C 3.994 -7.271 -1.374 -0.194
C 0.701 4.901 -0.161 -0.094
C 4.230 3.506 0.145 -0.057
C 1.277 9.163 -0.324 -0.080
C -1.710 5.211 -0.314 0.116
C 0.893 6.267 -0.254 0.091
C -8.056 0.024 0.331 -0.430
C 2.407 -6.641 1.406 -0.212
C 1.494 10.166 -1.451 -0.035
C 1.517 2.701 0.054 0.076
C -0.684 10.920 -0.465 -0.066
C 0.777 -6.696 -1.400 -0.211
C -0.196 7.168 -0.371 -0.065
C -5.837 0.684 0.175 -0.296
C -0.626 4.358 -0.184 0.030
C 3.150 4.556 -0.005 -0.157
C -1.161 9.477 -0.495 -0.068
H 0.495 -7.745 -1.297 0.040
H 1.602 -2.262 2.033 0.033
H 1.573 -6.096 1.851 0.022
H -8.582 -1.905 0.759 0.143
H 0.697 12.118 -1.463 0.201
H 0.842 -6.470 -2.464 0.035
H 1.348 9.643 0.654 0.158
H 3.340 -6.342 1.884 0.036
H 4.036 -7.023 -2.433 0.037
H 3.032 -4.335 -1.953 0.036
H 3.200 5.255 0.832 0.136
H 2.384 2.063 0.143 0.136
H -0.011 -6.092 -0.950 0.018
H -0.244 11.205 0.488 0.150
H 3.284 -2.393 1.444 0.054
H 2.412 10.720 -1.266 0.155
H 2.088 8.449 -0.375 0.126
H 3.884 -8.352 -1.280 0.043
H -6.892 -1.589 0.763 0.126
H 4.254 2.811 -0.694 0.098
H 2.252 -7.700 1.619 0.041
H -1.531 11.578 -0.653 0.161
H 4.930 -6.982 -0.898 0.038
H 4.145 2.954 1.081 0.098
H -1.742 9.289 -1.398 0.149
H 1.899 6.640 -0.226 0.095
H -10.099 -0.108 0.308 0.145
H 2.430 -3.851 2.036 0.031
H 5.188 4.024 0.163 0.102
H -0.098 11.099 -2.452 0.195
H -9.423 1.447 -0.043 0.143
H -2.716 4.813 -0.339 0.159
H 3.923 -4.223 -0.380 0.045
H 1.574 9.676 -2.418 0.151
H -1.824 9.342 0.359 0.157
H 3.299 5.108 -0.935 0.136
```

Summary:
**Orbital gap (alpha / beta)**: 6.98 / 4.36 eV
**Multiplicity**: 5
**Energy above the lowest of the compared OMol25 structures with the same formula, charge and spin**: 0.0 kcal/mol
**Total charge**: +4

=====

4.
Formula: C23H36GeN3O4RuSSe
Source: the Open Molecules 2025 dataset
Level of theory: the ωB97M-V functional and the def2-TZVPD basis

XYZ file:
```
70
Properties=species:S:1:pos:R:3:nbo_charge:R:1
Ru -0.616 -0.883 0.054 0.599
Se 3.075 1.291 -1.211 0.238
Ge 4.918 3.880 -0.606 1.612
S -1.371 -1.381 2.200 -0.044
O -0.735 -2.926 -0.447 -0.628
O -7.939 -2.597 3.000 -0.542
O -7.455 -4.504 1.994 -0.657
O 0.119 1.060 0.310 -0.667
N 0.773 3.082 0.976 -0.806
N -0.116 -4.979 0.174 -0.759
N -0.108 1.583 2.513 -0.822
C 0.245 1.876 1.253 0.814
C 1.093 -1.565 0.927 -0.461
C -1.349 0.657 -2.204 -0.153
C -2.547 -1.643 -3.237 -0.226
C 2.957 0.302 -2.881 -0.781
C -1.695 -0.873 -4.020 -0.147
C -2.407 0.207 0.021 -0.322
C -1.092 0.271 -3.508 -0.180
C 4.816 2.122 -1.498 -1.032
C -3.483 -2.980 1.356 -0.198
C -5.678 -2.879 2.352 -0.180
C -2.209 -0.110 -1.387 -0.195
C 1.003 -3.056 1.204 -0.552
C -2.795 -1.271 -1.931 -0.093
C -3.930 -1.410 3.118 -0.228
C -3.040 -1.960 2.195 -0.186
C -5.233 -1.865 3.195 -0.135
C 6.709 4.605 -0.873 -1.082
C -0.004 -3.660 0.265 0.727
C 3.565 5.055 -1.388 -1.090
C -7.117 -3.287 2.472 0.770
C -4.792 -3.428 1.431 -0.198
C 4.546 3.588 1.297 -1.094
H 7.459 3.965 -0.408 0.237
H 3.696 2.914 1.420 0.220
H 3.840 5.328 -2.407 0.240
H -2.239 1.236 0.314 0.220
H 1.598 -1.384 -0.050 0.202
H -5.933 -1.432 3.896 0.249
H 4.322 4.527 1.805 0.233
H -3.596 -0.613 3.770 0.226
H -1.497 -1.168 -5.042 0.230
H -3.257 -0.260 0.498 0.229
H 3.809 -0.365 -2.978 0.226
H 5.590 1.453 -1.123 0.236
H -5.111 -4.200 0.738 0.206
H -0.699 0.768 2.666 0.436
H 3.460 5.973 -0.810 0.237
H -0.091 2.295 3.224 0.405
H -3.008 -2.531 -3.647 0.232
H 2.917 0.990 -3.722 0.222
H -2.798 -3.425 0.646 0.210
H 0.635 -3.236 2.216 0.275
H 0.482 -5.591 0.702 0.418
H 1.213 3.183 0.075 0.427
H 1.013 3.736 1.700 0.407
H -0.433 0.862 -4.129 0.224
H 1.963 -3.573 1.112 0.243
H -6.671 -5.000 1.732 0.481
H 2.041 -0.288 -2.858 0.218
H 5.406 3.134 1.789 0.241
H 6.794 5.601 -0.439 0.240
H 1.639 -0.997 1.676 0.237
H 4.957 2.242 -2.572 0.238
H -0.891 1.546 -1.793 0.243
H 6.932 4.677 -1.938 0.237
H 2.598 4.551 -1.429 0.219
H -0.798 -5.381 -0.448 0.419
H -3.451 -1.858 -1.302 0.232
```

Summary:
**Orbital gap (alpha / beta)**: 6.78 / 6.78 eV
**Energy above the lowest of the compared OMol25 structures with the same formula, charge and spin**: 14.7 kcal/mol
**Total charge**: +1

=====

Which value of total charge does entry 3 give?
+4

=====

What is the total charge in the first record?
+1

=====

Look up the total charge of the fourth one.
+1

=====

total charge of number 3 (C23H36FGeN7O3PdSe)?
+4